Entry 1:
This record from the Open Molecules 2025 dataset describes C28H25IMnNO5P as an isolated structure. The level of theory is ωB97M-V/def2-TZVPD.

Results
- HOMO-LUMO gap (spin up / spin down): 7.510 / 8.352 eV
- Energy: -89881.8874 eV
- 2S+1: 6

```
62
Properties=species:S:1:pos:R:3:forces:R:3
Mn -0.250226 -0.509499 1.478093 -0.0676 0.0860 -0.0010
O -0.447678 -0.317152 -0.828961 -0.0133 -0.0324 0.0224
C -0.497828 -1.637489 -1.403092 -0.0102 0.0047 0.0005
C 0.470584 -2.518191 -0.645981 -0.0010 0.0009 0.0002
N 0.114007 -2.651307 0.768830 -0.0012 0.0117 -0.0085
C -1.142357 -3.375939 0.973579 -0.0278 -0.0079 0.0116
C -2.381502 -2.450092 0.998419 0.0418 0.0422 -0.1290
O -3.448421 -2.911784 0.637200 -0.0280 0.0116 0.0612
O -2.165429 -1.247581 1.421848 0.0719 -0.1042 0.0054
C 1.265082 -3.100280 1.554610 0.0115 -0.0106 -0.0395
C 2.254051 -1.948495 1.835384 -0.0354 -0.0313 0.1619
O 3.421069 -2.223509 2.030687 0.0183 0.0425 -0.0529
O 1.718783 -0.770036 1.899081 -0.0266 -0.0412 -0.0727
H -1.296994 0.119531 -0.978048 -0.0078 0.0175 -0.0135
H -0.200073 -1.586349 -2.452213 -0.0021 0.0030 0.0040
H -1.515054 -2.029985 -1.346258 -0.0103 0.0132 -0.0031
H 1.467347 -2.073889 -0.701808 -0.0024 -0.0073 -0.0080
H 0.509719 -3.501455 -1.135158 0.0183 0.0060 0.0091
H -1.111589 -3.867217 1.947572 0.0158 -0.0114 -0.0045
H -1.299656 -4.151600 0.218207 -0.0020 -0.0049 0.0172
H 1.805685 -3.924713 1.080684 -0.0056 -0.0090 0.0052
H 0.909912 -3.446647 2.527597 0.0110 -0.0014 -0.0142
I -1.108451 0.059404 4.293029 0.0272 0.0861 0.0223
C 0.135462 1.689429 4.754224 -0.0792 -0.0462 -0.0062
C 0.944874 1.517488 5.839747 0.0137 -0.0037 0.0099
C 1.557880 2.624695 6.458815 0.0177 -0.0074 0.0198
C 1.243537 3.881465 6.043109 -0.0209 0.0186 -0.0195
C 0.406508 4.085502 4.918028 -0.0232 -0.0948 -0.0223
C 0.017636 5.396088 4.550017 0.0302 0.0260 0.0166
C -0.791807 5.610534 3.476909 -0.0230 0.0278 -0.0181
C -1.114847 4.529956 2.635510 -0.0201 -0.0318 0.0078
C -0.724006 3.246028 2.919747 0.0162 -0.0362 0.0211
P -0.574763 2.099903 1.486915 0.0309 0.0854 0.0276
C 0.781244 2.901949 0.567970 0.0385 -0.0597 0.0268
C 2.001660 2.228196 0.558144 -0.0586 0.0211 -0.0291
C 3.103580 2.794319 -0.072548 0.0086 0.0099 -0.0142
C 2.989232 4.023042 -0.701020 -0.0057 -0.0178 0.0200
C 1.772302 4.697284 -0.695726 -0.0060 0.0124 -0.0073
C 0.675668 4.144011 -0.058664 0.0377 0.0008 -0.0100
C -2.087138 2.390047 0.518623 0.0244 -0.0293 -0.0756
C -3.322565 2.239174 1.147014 -0.0191 0.0047 0.0219
C -4.493994 2.271326 0.407905 0.0131 0.0064 0.0223
C -4.447263 2.445320 -0.968488 0.0324 -0.0056 0.0054
C -3.222199 2.588756 -1.603204 -0.0343 0.0026 -0.0119
C -2.045419 2.559829 -0.865976 0.0324 0.0064 0.0113
C -0.071569 2.974375 4.167766 0.0376 0.0347 0.0220
H 1.076522 0.530973 6.262069 0.0019 0.0016 0.0042
H 2.213206 2.464920 7.304128 -0.0006 0.0086 0.0027
H 1.623428 4.749782 6.566867 0.0005 0.0045 -0.0013
H 0.366875 6.223510 5.155676 -0.0073 0.0032 0.0021
H -1.121695 6.608544 3.221469 -0.0006 0.0032 0.0025
H -1.629095 4.730458 1.703715 -0.0254 0.0051 0.0109
H 2.097144 1.261938 1.042977 0.0281 0.0081 0.0064
H 4.047749 2.265730 -0.070702 0.0020 -0.0001 0.0006
H 3.846334 4.461294 -1.195815 0.0012 0.0012 -0.0039
H 1.682022 5.657566 -1.187095 -0.0007 0.0023 0.0009
H -0.265865 4.678533 -0.056321 0.0149 0.0059 -0.0222
H -3.365792 2.081918 2.218309 -0.0062 -0.0090 0.0065
H -5.445420 2.144947 0.907029 0.0008 -0.0024 0.0030
H -5.362872 2.461676 -1.544401 -0.0029 0.0034 -0.0038
H -3.179227 2.727328 -2.675903 0.0054 -0.0015 -0.0023
H -1.092661 2.674322 -1.369988 -0.0289 -0.0224 0.0013
```
Forces are in eV/Å.

Mulliken atomic charge list, values in e, 6 entries:
1 Mn 0.727
2 O -0.415
3 C -0.674
4 C -0.904
5 N 0.508
6 C -0.543

Entry 2:
This record from the Open Molecules 2025 dataset describes a 2-piece molecular cluster, C4H6OSi overall. The level of theory is ωB97M-V/def2-TZVPD.

Results
- Energy relative to the best compared isomer or geometry (same formula, charge and spin): 328.1 kJ/mol
- HOMO-LUMO gap: 10.247 eV
- Energy: -14166.2951 eV

```
12
Properties=species:S:1:pos:R:3:forces:R:3
C -0.659709 -1.585034 0.604580 3.3272 -2.3476 0.7571
C -1.534388 -0.833232 0.332137 -1.9126 1.7313 -0.3922
Si -2.508155 0.639070 -0.241426 -0.8327 -1.8452 -0.0164
H 0.280380 -2.179601 0.765262 -1.9712 0.7826 -0.1058
H -3.822681 0.777094 0.609139 1.4325 0.3129 -0.7290
H -2.869649 0.271196 -1.654240 -0.1042 0.3894 0.4471
H -1.391667 1.569142 -0.288878 -0.2515 0.9146 0.2117
C 2.634664 0.778781 0.088980 -0.0607 -2.0953 -0.6211
C 2.252065 -0.463352 -0.262343 -0.0857 -0.3582 -0.0625
O 1.921010 -1.559670 -0.579498 1.1137 2.8587 0.6194
H 2.050630 1.468667 0.639032 -1.0627 0.0879 0.2921
H 3.647495 1.116943 -0.012741 0.4079 -0.4312 -0.4005
```
Forces are in eV/Å.

natural (NBO) atomic charge list, values in e, 6 entries:
1 C -0.210
2 C -0.473
3 Si 0.818
4 H 0.257
5 H -0.117
6 H -0.144

Entry 3:
This record from the Open Molecules 2025 dataset describes C53H40ILaN5O5S as an isolated structure. The level of theory is ωB97M-V/def2-TZVPD.

Results
- Energy relative to the best compared isomer or geometry (same formula, charge and spin): 120.7 kJ/mol
- Charge: -2
- HOMO-LUMO gap (spin up / spin down): 4.127 / 4.413 eV
- Energy: -93096.7746 eV
- 2S+1: 2

```
106
Properties=species:S:1:pos:R:3:forces:R:3
La -0.406388 0.577274 0.438822 0.4431 1.8040 0.6349
C 5.350612 -1.332926 7.354022 -0.0019 -0.1042 0.1554
O 5.456512 -0.428926 6.296522 -0.1960 0.1660 -0.5308
C 4.622912 -0.624426 5.197022 0.1725 0.0434 -0.0104
C 4.898412 0.149474 4.069222 0.1268 -0.1061 0.3787
C 4.165612 0.000174 2.917622 -0.1315 -0.1673 -0.0651
C 3.119212 -0.946726 2.813122 0.2289 0.0072 0.6198
C 2.800912 -1.637126 4.001522 -0.0177 0.0470 -0.4879
C 3.547612 -1.502926 5.154122 0.3520 0.0691 0.4924
C 2.340312 -1.076226 1.624422 -0.5131 0.0095 -0.6401
C 2.699012 -0.398426 0.410722 -0.1790 -0.0491 -0.0917
C 4.015312 -0.302826 -0.151878 0.1278 0.1093 -0.0850
C 3.865612 0.163474 -1.425878 0.0507 -0.0320 0.0864
C 2.463312 0.381974 -1.629278 0.0540 0.1918 -0.4965
N 1.795912 0.039574 -0.486578 0.6334 -0.2317 -0.1236
C 1.875512 0.909974 -2.793978 -0.1811 -0.0639 0.6863
C 0.528712 1.321474 -2.896878 0.0902 -0.1046 -0.2073
C -0.116988 1.982474 -3.986878 0.0943 -0.0248 -0.0329
C -1.406388 2.233174 -3.595678 -0.0047 0.0920 0.0606
C -1.556488 1.656074 -2.301678 0.0171 0.0158 -0.1778
C -2.813488 1.482174 -1.598978 0.5592 -0.5070 -0.0209
C -3.616488 2.621074 -1.277978 -0.4801 0.5952 0.0638
C -3.152288 3.927574 -1.542278 -0.0670 -0.3734 -0.0556
C -3.727388 5.034874 -0.964278 -0.3892 0.3048 0.0924
C -4.822688 4.898574 -0.118978 0.0377 -0.1009 0.0607
O -5.378988 5.970574 0.572122 -0.0642 -0.4302 -0.2678
C -4.438688 6.853274 1.130322 0.1225 0.2756 0.1426
C -5.357388 3.631874 0.091822 -0.1310 0.4177 -0.0196
C -4.777388 2.525574 -0.482078 0.1660 -0.1896 -0.1954
C -3.101688 0.144874 -1.151978 0.0969 -0.2418 0.0652
N -2.130388 -0.647526 -0.658778 -0.9961 -0.6977 -0.6186
C -2.665288 -1.878226 -0.405778 -0.0132 -0.1981 -0.1210
C -1.950388 -2.920826 0.204222 0.2561 0.3497 0.0373
C -2.565088 -4.258826 0.234922 -0.0361 -0.2552 -0.1420
C -3.710888 -4.552126 0.967622 0.1009 -0.0615 0.0188
C -4.196688 -5.843426 1.028922 -0.0739 -0.3478 -0.0591
C -3.551088 -6.873826 0.349122 -0.0877 -0.0262 0.0760
O -4.072688 -8.146726 0.505222 -0.0654 0.5065 0.0566
C -3.363488 -9.202326 -0.082178 0.0686 -0.1581 -0.0675
C -2.438488 -6.581826 -0.426278 -0.0533 -0.4148 -0.0411
C -1.956688 -5.286926 -0.476878 -0.1511 0.2038 0.0797
C -0.665188 -2.842426 0.778622 -0.3368 -0.1877 -0.1419
C 0.046612 -3.900126 1.426922 0.0404 0.0393 0.0974
C 1.213012 -3.361826 1.902322 -0.1546 -0.1184 0.1365
C 1.216512 -1.983826 1.531622 0.0640 0.0986 -0.1483
N 0.084412 -1.698026 0.862322 0.3936 -1.2986 0.2469
C -4.036788 -1.876726 -0.827178 0.1048 -0.0255 0.1275
C -4.318888 -0.606926 -1.251378 -0.0617 0.0368 0.0593
N -0.389388 1.130674 -1.897378 -0.0522 0.3061 -1.1110
C 2.707112 0.927474 -4.005878 0.1856 0.1983 -0.3588
C 3.358412 -0.251226 -4.389878 -0.0506 0.0958 -0.0643
C 4.084112 -0.326626 -5.557078 0.1212 0.1118 -0.2402
C 4.171312 0.775974 -6.404278 0.0942 -0.1866 0.0055
O 4.906612 0.583474 -7.562278 -0.2266 -0.1102 0.4711
C 4.976612 1.646474 -8.468178 0.0110 0.2013 -0.1635
C 3.546612 1.958874 -6.035378 0.2547 0.0850 -0.4262
C 2.840812 2.032274 -4.842478 0.0468 -0.1453 0.2357
H 6.180712 -1.104326 8.022222 -0.0470 -0.0445 0.0729
H 5.443112 -2.371626 7.016422 -0.0428 0.0034 -0.0150
H 4.409112 -1.221026 7.904522 -0.0081 -0.0322 -0.0231
H 5.693512 0.881074 4.124822 0.0546 0.0381 0.0066
H 4.376912 0.643774 2.077922 -0.0099 0.0617 0.0054
H 1.929812 -2.274426 4.020122 -0.0121 -0.0483 0.0095
H 3.270012 -2.082326 6.025122 -0.0168 0.0142 0.0499
H 4.923312 -0.632326 0.322022 0.1160 0.0264 0.0502
H 4.647612 0.353674 -2.139378 0.0894 -0.0198 -0.1024
H 0.312712 2.233774 -4.939278 0.0654 -0.0251 -0.1085
H -2.186388 2.716974 -4.160878 -0.0577 -0.0079 -0.0541
H -2.277888 4.061374 -2.156678 0.1592 0.0254 0.0636
H -3.298188 6.008974 -1.152178 0.0410 0.0959 0.0274
H -4.895588 7.278074 2.026222 0.0262 0.0492 -0.0159
H -4.189888 7.674374 0.444122 0.0358 -0.0974 0.0373
H -3.520288 6.329274 1.413122 -0.0618 0.0407 -0.0340
H -6.204488 3.524074 0.753322 -0.0626 0.0009 0.0925
H -5.172688 1.550774 -0.244878 0.0254 -0.0690 0.1302
H -4.197188 -3.761526 1.519822 -0.0354 0.0785 0.0570
H -5.072688 -6.081726 1.614022 -0.0771 -0.0228 0.0810
H -3.880088 -10.112726 0.221722 0.0586 0.0035 -0.0512
H -2.326088 -9.240226 0.272422 -0.0644 -0.0011 -0.0437
H -3.364388 -9.139026 -1.177878 0.0236 0.0039 0.0780
H -1.933588 -7.349126 -0.994178 0.0246 -0.0706 -0.0066
H -1.081788 -5.063926 -1.070578 0.0531 0.0293 -0.0222
H -0.270388 -4.923126 1.526022 -0.0595 -0.1017 -0.0235
H 2.019012 -3.877826 2.392822 0.0815 -0.0713 0.1026
H -4.714688 -2.713026 -0.793378 -0.0412 -0.0753 -0.0312
H -5.254788 -0.252226 -1.651778 -0.0404 0.0554 -0.0174
H 3.280212 -1.117726 -3.750578 -0.0542 -0.0635 0.0249
H 4.589512 -1.238526 -5.839278 0.0213 -0.0952 -0.0505
H 5.568412 1.284874 -9.309278 -0.0247 0.0663 0.0163
H 5.471912 2.524274 -8.034278 -0.0563 -0.0419 -0.0204
H 3.983912 1.938974 -8.831478 0.0454 0.0154 0.0456
H 3.603912 2.837974 -6.664278 0.0454 0.0038 0.0082
H 2.409612 2.979374 -4.550778 -0.0976 -0.0149 0.0269
O 0.677112 1.663374 2.306122 0.4521 -0.1116 0.5205
N 0.112612 2.687674 2.876222 -0.1296 0.7862 0.2667
C -0.004988 2.711574 4.208822 -0.0470 -0.0332 0.6343
C -0.576588 3.769674 4.873222 0.0076 0.0080 0.0037
C -1.056688 4.848674 4.131622 0.0428 -0.1205 -0.0376
C -0.947988 4.815474 2.765322 -0.0227 -0.0660 0.4150
C -0.369888 3.720574 2.108322 0.1782 -0.0713 -0.3027
S -0.242188 3.620074 0.428122 0.0103 0.3295 -0.5537
H 0.367512 1.833874 4.718322 0.0213 -0.0173 -0.1747
H -0.669988 3.738574 5.949322 0.0427 -0.0614 -0.0079
H -1.523788 5.687574 4.623822 -0.0697 0.1233 0.0699
H -1.327888 5.610374 2.145622 0.0104 0.0689 -0.0871
I -2.722988 0.757774 2.462622 -0.9928 0.0327 0.9115
```
Forces are in eV/Å.

Mulliken atomic charge list, values in e, 6 entries:
1 La 0.562
2 C -0.842
3 O -0.469
4 C 0.811
5 C -0.923
6 C -0.574